Record 1
94
Properties=species:S:1:pos:R:3:forces:R:3:lowdin_charge:R:1 method="wB97M-V/def2-TZVPD" relative_energy_ev=0.2539 homo_energy_ev=-12.73 charge=+2 homo_lumo_gap_ev=5.419 e_lumo_ev=-7.3 max_force_ev_per_a=0.19
Ta -0.057 -0.298 -0.518 0.1811 0.0158 0.0511 2.014
C 2.592 -3.736 2.943 0.0023 -0.0053 0.0049 -0.056
C 2.079 -4.351 1.808 -0.0050 -0.0068 0.0033 -0.047
C 1.759 -3.597 0.689 0.0003 0.0097 0.0026 -0.052
C 1.954 -2.221 0.712 0.0210 0.0070 -0.0022 -0.302
C 2.489 -1.605 1.833 -0.0045 -0.0049 0.0045 -0.026
C 2.803 -2.365 2.952 0.0000 0.0066 -0.0061 -0.046
N 1.608 -1.406 -0.433 -0.0654 0.0105 -0.0069 -0.087
C 2.459 -1.527 -1.565 -0.0056 -0.0412 0.0160 -0.197
C 3.411 -2.514 -1.776 0.0212 0.0137 -0.0161 0.000
C 4.187 -2.458 -2.929 -0.0037 -0.0087 0.0209 -0.031
C 4.049 -1.440 -3.871 0.0006 0.0102 -0.0042 -0.044
C 3.138 -0.426 -3.653 0.0079 -0.0064 0.0021 0.018
C 2.358 -0.501 -2.507 -0.0350 0.0379 0.0177 -0.206
N 1.502 0.489 -2.020 0.0132 -0.0450 -0.0297 -0.047
N 1.613 1.667 -2.377 -0.0120 0.0270 0.0157 0.189
C 0.936 2.535 -1.488 0.0202 -0.0227 -0.0311 -0.285
C 0.996 3.887 -1.715 -0.0104 0.0106 0.0163 0.048
C 0.556 4.740 -0.705 0.0035 -0.0097 -0.0071 0.009
C 0.147 4.192 0.494 -0.0017 0.0047 0.0010 0.005
C 0.111 2.809 0.630 0.0077 0.0017 0.0078 -0.075
N 0.445 1.982 -0.358 -0.0223 -0.0176 0.0030 0.023
H 2.839 -4.327 3.814 -0.0007 -0.0008 0.0007 0.115
H 1.931 -5.423 1.791 0.0006 -0.0002 -0.0003 0.116
H 1.365 -4.075 -0.199 -0.0096 -0.0020 0.0010 0.099
H 2.653 -0.534 1.831 0.0006 0.0009 0.0014 0.122
H 3.217 -1.883 3.827 0.0017 0.0012 0.0004 0.118
H 3.562 -3.306 -1.058 0.0054 0.0009 -0.0071 0.117
H 4.922 -3.235 -3.096 -0.0001 0.0001 -0.0015 0.126
H 4.660 -1.441 -4.763 -0.0004 -0.0003 -0.0036 0.124
H 3.018 0.398 -4.343 0.0017 -0.0018 -0.0036 0.126
H 1.418 4.249 -2.641 -0.0011 0.0006 -0.0016 0.136
H 0.586 5.812 -0.843 0.0005 0.0010 0.0000 0.133
H -0.132 4.813 1.333 0.0000 0.0007 0.0007 0.128
H -0.152 2.351 1.571 0.0084 0.0007 -0.0027 0.110
O -0.563 -0.356 3.524 -0.0094 -0.0207 -0.0075 0.185
C -0.555 -0.698 2.383 -0.0400 0.0175 -0.0116 -0.520
O -0.009 0.038 1.399 -0.0125 0.0035 -0.1480 -0.255
C -1.175 -1.951 1.854 -0.0199 -0.0150 0.0307 -0.183
C -1.900 -2.748 2.735 -0.0006 0.0053 -0.0064 0.049
C -2.511 -3.862 2.233 0.0052 0.0005 -0.0044 0.055
C -2.291 -4.221 0.892 -0.0295 -0.0052 0.0156 -0.135
C -2.843 -5.416 0.365 0.0074 0.0018 -0.0050 -0.003
C -2.531 -5.826 -0.895 0.0100 0.0043 0.0067 -0.032
C -1.617 -5.070 -1.661 -0.0088 0.0030 -0.0076 -0.047
C -1.096 -3.898 -1.194 -0.0027 0.0270 -0.0131 -0.091
C -1.460 -3.405 0.079 0.0259 -0.0166 -0.0058 -0.221
N -0.994 -2.197 0.560 0.0344 0.0038 0.0138 0.072
H -1.974 -2.442 3.768 -0.0003 0.0005 0.0007 0.138
H -3.132 -4.492 2.858 -0.0005 -0.0004 -0.0002 0.138
H -3.496 -6.004 0.997 -0.0014 0.0011 0.0012 0.128
H -2.946 -6.741 -1.295 -0.0009 0.0010 -0.0035 0.122
H -1.314 -5.425 -2.638 0.0020 -0.0024 0.0018 0.098
H -0.386 -3.363 -1.795 0.0022 0.0098 0.0012 0.061
I -3.796 -1.584 -1.965 0.0040 -0.0203 -0.0185 1.235
C -3.715 -0.148 -0.456 -0.0074 0.0286 0.0022 -0.696
C -4.956 0.352 -0.075 -0.0056 0.0100 0.0096 -0.124
C -5.037 1.277 0.946 0.0210 -0.0027 -0.0043 -0.017
C -3.861 1.662 1.565 -0.0233 -0.0004 -0.0119 -0.014
C -2.676 1.123 1.118 0.0259 -0.0119 0.0015 -0.124
N -2.560 0.235 0.109 -0.0316 -0.0166 -0.0344 -0.020
H -5.844 0.003 -0.580 -0.0011 -0.0033 0.0027 0.095
H -5.994 1.674 1.255 -0.0005 -0.0023 0.0014 0.130
H -3.850 2.363 2.388 0.0015 0.0008 0.0006 0.125
H -1.764 1.398 1.614 -0.0013 -0.0107 0.0101 0.071
Cl 1.606 -5.040 -3.300 0.0050 -0.0010 -0.0037 0.764
C 2.217 -4.382 -4.796 -0.0126 0.0070 -0.0070 -0.578
C 3.272 -5.020 -5.425 -0.0031 -0.0003 -0.0053 -0.094
C 3.738 -4.520 -6.630 0.0014 -0.0008 0.0026 -0.056
C 3.160 -3.391 -7.190 0.0047 0.0038 0.0027 -0.086
C 2.123 -2.757 -6.530 0.0014 0.0125 0.0010 -0.585
Cl 1.442 -1.313 -7.203 0.0013 -0.0044 0.0021 0.749
C 1.621 -3.235 -5.318 0.0280 -0.0387 0.0056 -0.346
N 0.595 -2.540 -4.654 0.0310 0.0372 -0.0127 0.053
C -0.738 -2.685 -5.149 -0.0346 -0.0200 -0.0039 -0.218
C -1.142 -3.841 -5.809 -0.0157 0.0134 0.0043 -0.001
C -2.435 -3.958 -6.294 0.0063 -0.0063 -0.0052 -0.051
C -3.339 -2.920 -6.123 -0.0048 -0.0008 0.0024 -0.063
C -2.935 -1.764 -5.474 0.0073 0.0035 0.0030 -0.075
C -1.639 -1.632 -4.986 0.0100 -0.0078 -0.0078 -0.194
C -1.200 -0.327 -4.377 -0.0296 0.0029 0.0256 -0.034
C -0.969 -0.335 -2.911 -0.0175 0.0381 0.0320 -0.632
O -1.070 0.703 -2.185 -0.0300 0.0470 0.0301 -0.107
O -0.524 -1.359 -2.278 -0.0052 -0.0396 0.0560 -0.199
H 3.703 -5.908 -4.983 0.0024 -0.0008 0.0004 0.114
H 4.552 -5.017 -7.140 0.0018 -0.0010 -0.0004 0.118
H 3.515 -2.992 -8.130 -0.0009 -0.0009 -0.0023 0.115
H 0.641 -2.671 -3.654 -0.0149 -0.0068 0.0222 0.069
H -0.433 -4.648 -5.949 -0.0027 0.0004 -0.0015 0.122
H -2.733 -4.860 -6.812 -0.0032 -0.0001 0.0013 0.115
H -4.345 -3.000 -6.512 -0.0005 -0.0013 -0.0008 0.113
H -3.627 -0.936 -5.372 -0.0026 0.0011 0.0025 0.110
H -1.899 0.481 -4.594 0.0028 -0.0042 -0.0117 0.145
H -0.224 -0.044 -4.802 0.0119 -0.0102 0.0040 0.139



Record 2
119
Properties=species:S:1:pos:R:3:forces:R:3:lowdin_charge:R:1 method="wB97M-V/def2-TZVPD" homo_energy_ev=-9.13 homo_lumo_gap_ev=7.118 e_lumo_ev=-2.0 max_force_ev_per_a=8.53
F 2.098 -3.325 5.823 1.6566 4.0094 -2.7068 0.090
B 2.554 -2.190 4.978 0.4358 -0.4985 0.0744 -0.352
O 3.232 -2.439 3.679 -3.8275 2.7530 1.2818 0.136
B 2.643 -1.467 2.694 -0.4193 -0.5286 1.6591 -0.139
O 1.411 -0.687 2.927 2.5831 -1.1959 3.1899 0.132
B 1.238 -0.358 4.356 0.1309 -0.1310 -0.0867 -0.355
C -0.134 0.397 4.953 1.0036 0.7474 0.0265 -0.116
C -0.888 1.332 3.833 1.2040 0.6395 1.6335 -0.466
S -1.927 0.393 2.590 -0.7792 -1.1849 1.2572 0.904
C -3.209 -0.700 3.409 -6.0515 -0.6547 1.6719 -0.443
N -4.683 -0.366 3.351 4.0296 -1.7477 0.8074 -0.045
N -5.518 -1.309 3.977 7.9559 -2.9138 0.9508 0.001
C -4.516 -2.347 4.503 -1.5387 4.0389 -2.3709 -0.005
O -3.112 -1.970 4.149 -3.9985 1.4061 -0.4608 -0.108
O 2.334 -0.739 5.317 -2.4764 -3.6232 -2.4832 0.161
H 3.245 -1.348 1.681 -0.2204 -0.0544 -0.0350 0.109
H 0.282 1.145 5.785 -1.0143 -1.6553 -1.5838 0.134
H -0.825 -0.386 5.487 1.1882 1.5489 -1.0650 0.125
H -0.022 1.866 3.208 -2.1964 -1.2552 0.9317 0.109
H -1.452 2.199 4.396 0.7656 -1.8786 -1.3256 0.103
H -4.898 -3.320 5.076 1.6366 2.1926 -1.4132 0.114
O -8.154 -8.840 8.460 0.5240 0.5378 -0.6511 0.112
C -7.730 -7.879 7.828 -0.7490 -0.2410 0.8836 -0.303
C -8.182 -6.504 8.094 0.0125 -0.3818 0.0507 0.080
C -7.713 -5.481 7.377 -0.9028 1.5744 0.7231 -0.204
O -8.131 -4.186 7.624 1.0639 -1.4780 -0.9344 0.085
C -6.724 -5.692 6.284 0.6291 -0.1158 -0.6850 -0.290
O -6.326 -4.734 5.630 -0.3483 -0.3410 0.5926 0.069
C -6.254 -7.063 6.034 0.0155 0.5106 -0.1210 0.080
C -6.720 -8.086 6.753 0.9328 -1.6490 -0.7033 -0.204
O -6.281 -9.377 6.525 -1.0796 1.5585 0.8781 0.085
H -8.902 -6.366 8.890 0.0388 -0.0094 -0.0527 0.139
H -7.650 -3.629 6.973 -0.2540 -0.1768 0.2670 0.118
H -5.522 -7.199 5.248 -0.0558 0.0051 0.0421 0.139
H -6.766 -9.935 7.171 0.1824 0.2095 -0.2554 0.118
O -4.609 3.184 -3.545 0.6628 0.2420 0.5849 0.101
C -4.064 3.211 -2.447 -0.9808 -0.6212 -0.3883 -0.308
C -4.618 2.511 -1.278 0.0388 0.1889 -0.5317 0.086
C -4.009 2.574 -0.093 -1.1606 -1.1722 1.4416 -0.193
O -4.523 1.916 1.010 1.2952 1.4047 -1.3385 0.058
C -2.754 3.353 0.091 0.6459 0.3629 0.0405 -0.262
O -2.227 3.407 1.197 -0.4374 -0.6142 -1.0673 0.035
C -2.186 4.033 -1.083 0.0751 -0.1050 0.5432 0.091
C -2.794 3.967 -2.269 1.1323 1.0146 -1.2251 -0.204
O -2.264 4.602 -3.378 -1.2761 -1.1222 1.0846 0.080
H -5.532 1.950 -1.425 0.0626 0.0361 0.0164 0.141
H -3.904 2.116 1.745 -0.3083 -0.3341 -0.1613 0.067
H -1.264 4.582 -0.939 -0.0489 -0.0285 -0.0066 0.140
H -2.887 4.407 -4.112 0.2173 0.0772 0.2950 0.113
O 7.466 -7.132 4.214 -0.4265 0.6073 -0.5459 0.108
C 7.168 -6.456 3.236 0.6720 -0.7709 0.3103 -0.304
C 7.864 -6.592 1.946 -0.0454 -0.0852 0.3478 0.079
C 7.526 -5.828 0.906 1.1777 -0.5696 -1.3816 -0.204
O 8.174 -5.952 -0.310 -1.2986 0.7596 1.2853 0.081
C 6.443 -4.813 1.010 -0.7512 0.6291 0.0357 -0.296
O 6.168 -4.112 0.042 0.3195 -0.6642 0.3829 0.079
C 5.731 -4.693 2.292 0.0373 0.1532 -0.4938 0.090
C 6.066 -5.459 3.332 -1.1942 0.5201 1.4044 -0.199
O 5.400 -5.354 4.540 1.3622 -0.6971 -1.3082 0.086
H 8.651 -7.332 1.885 -0.0421 0.0453 0.0066 0.138
H 7.751 -5.291 -0.900 0.1983 -0.2741 0.2109 0.116
H 4.933 -3.963 2.349 0.0617 -0.0115 0.0419 0.126
H 5.827 -6.012 5.131 -0.1703 0.2684 -0.2386 0.117
O -1.935 0.500 -3.718 0.6781 0.0685 -0.3853 0.100
C -1.241 0.770 -4.692 -1.0181 0.2503 0.1871 -0.306
C -1.756 1.544 -5.832 -0.0153 -0.2580 0.5191 0.075
C -0.979 1.806 -6.885 -1.2746 1.2271 -1.2875 -0.196
O -1.455 2.535 -7.959 1.4431 -1.1578 1.9207 0.055
C 0.429 1.326 -6.946 1.0803 -0.1437 -0.4717 -0.299
O 1.113 1.567 -7.935 -0.7239 -0.0418 0.6754 0.113
C 0.951 0.573 -5.795 0.0336 0.1362 -0.3142 0.078
C 0.176 0.314 -4.741 1.1257 -0.9564 1.1523 -0.208
O 0.660 -0.391 -3.654 -1.3335 0.9745 -1.0489 0.079
H -2.782 1.885 -5.776 0.0108 -0.0326 0.0147 0.133
H -0.706 2.588 -8.591 -0.4756 -0.0401 -0.0818 0.078
H 1.982 0.245 -5.845 -0.0696 0.0169 -0.0036 0.137
H -0.091 -0.449 -3.025 0.2928 0.0154 -0.2574 0.116
O -0.129 4.504 2.675 -0.2235 0.8043 0.4831 0.092
C -0.375 5.638 3.072 0.8691 -0.6304 -0.2407 -0.297
C 0.686 6.601 3.404 -0.1138 -0.3120 -0.1346 0.076
C 0.385 7.822 3.850 1.7086 0.8162 0.2600 -0.210
O 1.377 8.733 4.162 -1.8405 -0.6613 -0.1959 0.078
C -1.029 8.252 4.031 -1.0091 0.5681 0.1941 -0.310
O -1.275 9.374 4.461 0.5235 -0.6814 -0.2723 0.102
C -2.091 7.297 3.676 0.2325 0.5169 0.1740 0.076
C -1.789 6.078 3.227 -1.9792 -1.0303 -0.3394 -0.199
O -2.782 5.176 2.889 1.9938 1.3219 0.8897 0.069
H 1.710 6.274 3.270 -0.0537 0.0168 0.0115 0.136
H 0.905 9.540 4.463 0.1732 -0.3310 -0.1141 0.116
H -3.115 7.629 3.796 0.0724 -0.0269 0.0030 0.137
H -2.310 4.367 2.594 -0.2483 0.1722 -0.1162 0.054
O 10.847 0.097 -1.499 -0.7088 -0.3983 0.3894 0.106
C 9.950 -0.142 -0.698 0.7713 0.6975 -0.1954 -0.306
C 9.705 0.701 0.483 0.1815 -0.0882 -0.3007 0.077
C 8.731 0.403 1.344 0.1096 1.3755 1.2931 -0.208
O 8.494 1.193 2.454 -0.2887 -1.4991 -1.2132 0.079
C 7.861 -0.789 1.145 -0.7331 -0.7446 0.0661 -0.296
O 6.985 -1.047 1.964 0.6468 0.4179 -0.3503 0.104
C 8.089 -1.618 -0.048 -0.1487 0.0821 0.3075 0.084
C 9.062 -1.318 -0.911 -0.1220 -1.2490 -1.2316 -0.202
O 9.281 -2.092 -2.036 0.3173 1.4488 1.2395 0.080
H 10.346 1.563 0.616 -0.0291 -0.0547 -0.0083 0.138
H 7.740 0.769 2.920 0.3181 0.1584 -0.1932 0.115
H 7.438 -2.472 -0.189 0.0373 0.1490 -0.0104 0.103
H 10.038 -1.671 -2.498 -0.2971 -0.1736 0.1915 0.116
O -1.040 2.385 -10.462 -0.1472 0.0250 -1.2841 0.091
C -2.001 2.550 -11.206 -0.0770 0.2251 0.9536 -0.273
C -3.287 3.075 -10.721 0.4583 -0.1018 0.1113 0.087
C -4.319 3.227 -11.553 -1.4439 0.7194 1.0932 -0.203
O -5.530 3.723 -11.105 1.3679 -0.7503 -1.3416 0.085
C -4.210 2.870 -12.994 -0.3396 -0.1326 -1.1101 -0.304
O -5.181 3.004 -13.731 0.5811 0.0129 0.7988 0.109
C -2.917 2.368 -13.484 -0.3468 0.0975 -0.0398 0.080
C -1.884 2.219 -12.653 1.4245 -0.6962 -1.0933 -0.202
O -0.665 1.750 -13.106 -1.3158 0.6787 1.3532 0.084
H -3.354 3.329 -9.671 0.0202 -0.0443 -0.0395 0.132
H -6.115 3.737 -11.894 0.2272 -0.0132 0.3179 0.118
H -2.846 2.129 -14.538 -0.0074 0.0122 0.0733 0.139
H -0.082 1.730 -12.316 -0.2106 -0.0120 -0.3309 0.118